This record from the Open Molecules 2025 dataset describes C5H13NO3Si in the gas phase. The level of theory is wB97M-V/def2-TZVPD.

Each line ends with the Löwdin charge.
Positions of all 23 atoms, in Å:
C -2.069 -0.067 0.386  -0.36
C -3.514 -0.158 -0.085  -0.10
C 1.186 -2.052 -1.799  -0.17
C 1.864 2.004 -1.304  -0.09
C 0.779 0.332 2.844  -0.17
N -1.067 -0.336 -0.282  0.04
O 1.539 -1.445 -0.569  -0.21
O 1.342 1.251 -0.179  -0.19
O 1.087 -0.476 1.763  -0.17
Si 0.789 -0.218 0.216  0.24
H -2.033 0.021 1.454  0.08
H -4.003 -0.708 0.699  0.05
H -3.469 -0.490 -1.196  0.10
H -4.089 0.875 -0.191  0.10
H 0.125 -1.850 -2.238  0.09
H 1.406 -3.172 -1.543  0.11
H 1.802 -1.656 -2.702  0.09
H 2.541 1.309 -1.839  0.08
H 2.518 2.882 -1.047  0.09
H 1.062 2.290 -2.000  0.08
H 1.659 0.132 3.521  0.10
H -0.184 0.068 3.405  0.10
H 0.731 1.464 2.685  0.10

HOMO energy: -8.64 eV
Energy relative to the best compared isomer or geometry (same formula, charge and spin): 23.5 kcal per mole
Charge: 0